1.
Formula: C17H40AsF9O13SV
Source: the Open Molecules 2025 dataset
Level of theory: wB97M-V/def2-TZVPD

Each line ends with the Mulliken charge.
Cartesian coordinates (Å):
O1 3.964 -9.845 -11.718  -0.300
V1 5.034 -9.779 -10.490  0.955
O2 4.908 -8.254 -10.077  -0.602
C1 1.886 -10.469 -7.287  0.621
F1 1.093 -11.115 -6.486  -0.211
F2 1.224 -9.679 -8.208  -0.213
F3 2.630 -9.801 -6.568  -0.218
S1 3.080 -11.760 -8.174  1.146
O3 2.299 -12.639 -9.086  -0.742
O4 4.029 -10.976 -8.930  -0.509
O5 3.634 -12.549 -7.076  -0.726
As1 6.901 -9.623 -13.937  2.005
F4 8.119 -10.937 -13.524  -0.530
F5 6.617 -9.345 -12.160  -0.585
F6 5.715 -8.365 -14.326  -0.478
F7 7.228 -9.825 -15.706  -0.511
F8 5.567 -10.819 -13.847  -0.463
F9 8.134 -8.321 -13.912  -0.508
C2 6.820 -9.493 -7.776  -0.742
O6 6.632 -10.175 -9.015  0.040
C3 7.220 -11.517 -9.006  -0.766
C4 6.890 -12.145 -10.381  -0.549
O7 5.564 -11.975 -10.939  0.559
C5 5.190 -12.947 -11.898  -0.934
H1 5.936 -9.646 -7.157  0.221
H2 6.812 -8.412 -7.918  0.182
H3 7.767 -9.804 -7.336  0.359
H4 6.880 -12.220 -8.245  0.418
H5 8.304 -11.438 -8.916  0.500
H6 6.910 -13.206 -10.136  0.435
H7 7.644 -11.908 -11.132  0.286
H8 4.150 -12.681 -12.089  0.275
H9 5.358 -13.924 -11.445  0.325
H10 5.632 -12.773 -12.879  0.238
C6 5.591 -5.275 -9.043  -0.992
O8 5.962 -5.649 -7.677  -0.270
C7 5.338 -4.797 -6.694  -0.610
C8 5.765 -5.171 -5.320  -0.395
O9 6.962 -4.604 -5.075  -0.334
C9 7.529 -4.782 -3.726  -0.733
H11 4.513 -5.189 -9.181  0.435
H12 5.883 -5.945 -9.851  0.223
H13 5.966 -4.294 -9.335  0.449
H14 4.273 -4.994 -6.814  0.368
H15 5.457 -3.775 -7.056  0.372
H16 5.827 -6.259 -5.293  0.270
H17 5.029 -4.901 -4.563  0.389
H18 7.125 -4.001 -3.082  0.263
H19 8.596 -4.760 -3.501  0.269
H20 7.156 -5.762 -3.428  0.298
C10 1.950 -7.688 -12.282  -0.383
O10 1.375 -6.433 -12.332  -0.444
C11 1.422 -5.628 -13.524  -0.713
C12 2.782 -5.296 -14.037  -0.077
O11 3.339 -4.202 -13.221  -0.475
C13 3.989 -4.589 -11.991  -0.466
H21 1.435 -8.290 -13.030  0.333
H22 1.853 -8.202 -11.325  0.201
H23 2.946 -7.671 -12.725  0.173
H24 0.931 -4.658 -13.437  0.310
H25 0.791 -5.999 -14.333  0.469
H26 2.600 -4.987 -15.066  0.340
H27 3.467 -6.143 -14.051  -0.004
H28 3.227 -4.879 -11.268  0.317
H29 4.537 -3.712 -11.646  0.243
H30 4.637 -5.444 -12.182  0.216
C14 -2.359 -14.749 -14.302  -0.683
O12 -1.151 -14.282 -14.900  -0.335
C15 -0.354 -13.397 -14.093  -0.395
C16 0.917 -12.949 -14.738  -0.497
O13 1.412 -11.679 -14.191  -0.199
C17 2.352 -11.019 -15.001  -0.579
H31 -2.280 -14.974 -13.238  0.282
H32 -2.868 -15.603 -14.748  0.262
H33 -2.995 -13.894 -14.530  0.280
H34 0.039 -13.837 -13.177  0.247
H35 -0.935 -12.492 -13.916  0.303
H36 0.809 -12.889 -15.821  0.365
H37 1.621 -13.750 -14.512  0.252
H38 2.787 -10.223 -14.395  -0.076
H39 1.868 -10.578 -15.872  0.382
H40 3.161 -11.708 -15.243  0.370

Output
HOMO energy   -6.828 eV
Lowest unoccupied orbital energy   0.0637 hartree
Charge   -1

2.
Formula: C17H40AsF9O23S2V4
Source: the Open Molecules 2025 dataset
Level of theory: wB97M-V/def2-TZVPD

Each line ends with the Mulliken charge.
Cartesian coordinates (Å):
O1 3.731 -2.307 -0.601  -0.386
V1 2.491 -2.844 -1.420  0.968
O2 2.922 -2.985 -3.001  -0.438
O3 2.140 1.932 1.958  -0.431
V2 2.102 0.345 2.211  1.146
O4 3.469 -0.199 1.666  -0.358
O5 -3.466 -2.225 -0.420  -0.522
V3 -2.341 -2.675 0.698  1.205
O6 -2.651 -4.217 0.954  -0.511
O7 1.907 2.156 -1.187  -0.404
V4 0.512 2.370 -1.940  1.566
O8 -0.158 3.703 -1.298  -0.520
C1 1.567 -4.778 2.941  0.502
F1 1.002 -5.830 2.388  -0.176
F2 1.157 -4.718 4.200  -0.193
F3 2.880 -4.998 2.986  -0.188
S1 1.149 -3.104 2.068  0.769
O9 1.634 -3.273 0.665  -0.425
O10 -0.303 -3.016 2.023  -0.762
O11 1.711 -2.035 2.893  -0.574
S2 0.195 -0.550 -0.474  -1.537
O12 -0.978 -1.324 -0.064  1.182
O13 1.156 -1.307 -1.208  -0.109
O14 -0.315 0.573 -1.255  0.063
O15 0.796 -0.019 0.715  0.355
As1 -3.033 3.489 -3.610  1.897
F4 -1.759 2.441 -2.871  -0.391
F5 -2.551 3.116 -5.325  -0.509
F6 -4.439 4.526 -4.218  -0.504
F7 -3.486 3.776 -1.886  -0.507
F8 -1.853 4.870 -3.586  -0.484
F9 -4.102 2.087 -3.625  -0.470
C2 3.899 -0.098 5.036  -0.955
O16 3.151 0.871 4.276  -0.178
C3 2.231 1.686 5.096  -0.664
C4 0.882 0.922 5.132  -0.656
O17 0.560 0.480 3.762  0.153
C5 -0.696 -0.173 3.736  -0.471
H1 3.330 -0.865 5.560  0.336
H2 4.446 0.297 5.892  0.333
H3 4.608 -0.656 4.424  0.313
H4 2.061 2.668 4.654  0.262
H5 2.610 1.891 6.097  0.479
H6 0.071 1.542 5.513  0.389
H7 0.857 0.031 5.760  0.398
H8 -1.484 0.460 4.143  0.433
H9 -0.642 -1.202 4.091  0.308
H10 -0.852 -0.357 2.673  -0.265
C6 1.639 5.010 -3.688  -1.015
O18 1.230 3.574 -3.772  -0.021
C7 1.159 3.115 -5.117  -0.666
C8 0.747 1.597 -4.982  -0.609
O19 1.269 1.069 -3.738  0.050
C9 2.402 0.241 -3.886  -0.813
H11 2.646 5.278 -4.007  0.363
H12 1.523 5.447 -2.696  0.295
H13 0.973 5.628 -4.291  0.331
H14 2.092 3.226 -5.669  0.400
H15 0.397 3.717 -5.613  0.477
H16 0.990 0.985 -5.850  0.486
H17 -0.343 1.600 -4.997  0.196
H18 3.148 0.599 -4.596  0.350
H19 2.033 -0.645 -4.402  0.362
H20 2.697 -0.029 -2.872  0.061
C10 -0.447 -4.004 -2.542  -0.853
O20 0.802 -4.188 -1.940  -0.118
C11 0.890 -5.486 -1.332  -0.510
C12 2.356 -6.035 -1.303  -0.811
O21 3.185 -4.951 -0.906  0.273
C13 4.465 -5.440 -0.706  -1.010
H21 -0.735 -2.955 -2.474  0.118
H22 -1.251 -4.604 -2.115  0.365
H23 -0.150 -4.345 -3.533  0.313
H24 0.267 -6.232 -1.825  0.663
H25 0.578 -5.441 -0.289  0.104
H26 2.716 -6.396 -2.267  0.393
H27 2.455 -6.914 -0.666  0.545
H28 4.527 -6.360 -0.125  0.406
H29 4.863 -4.728 0.016  0.266
H30 5.061 -5.532 -1.614  0.250
C14 -3.283 1.431 0.683  -0.284
O22 -4.292 1.981 1.464  -0.041
C15 -4.654 3.228 0.859  -0.239
C16 -5.784 3.866 1.591  -0.699
O23 -5.477 3.921 2.952  -0.316
C17 -6.373 4.757 3.706  -0.794
H31 -3.444 1.465 -0.395  0.292
H32 -3.147 0.396 0.998  0.099
H33 -2.320 1.941 0.686  0.329
H34 -5.116 2.954 -0.090  0.441
H35 -3.831 3.919 0.680  0.388
H36 -6.700 3.292 1.452  0.377
H37 -5.965 4.839 1.134  0.426
H38 -7.383 4.431 3.460  0.349
H39 -6.292 5.842 3.645  0.301
H40 -6.240 4.455 4.745  0.260

Output
2S+1   2
HOMO energy (spin up / spin down)   -12.186 / -12.186 eV
Lowest unoccupied orbital energy (spin up / spin down)   -0.2071 / -0.3094 hartree
Charge   +1

3.
Formula: C17H40NbO3
Source: the Open Molecules 2025 dataset
Level of theory: wB97M-V/def2-TZVPD

Each line ends with the Mulliken charge.
Cartesian coordinates (Å):
C1 2.087 1.472 4.171  -0.972
C2 1.682 1.477 2.553  -0.259
C3 0.934 2.916 2.232  -0.386
C4 0.502 2.987 0.618  -0.011
C5 -0.738 4.019 0.329  -0.763
C6 -2.218 3.321 0.235  -0.210
C7 -2.658 2.441 1.547  -0.772
Nb1 -2.488 0.152 1.186  -0.901
C8 -2.318 -0.117 3.479  -0.308
O1 -3.647 -0.097 4.114  -0.414
C9 -3.977 1.244 4.647  -0.396
H1 2.688 0.475 4.341  0.304
H2 1.059 1.417 4.771  0.196
H3 2.666 2.444 4.476  0.280
H4 0.949 0.566 2.410  0.059
H5 2.606 1.270 1.852  0.294
H6 0.011 3.032 2.953  0.071
H7 1.756 3.754 2.443  0.275
H8 1.458 3.459 0.081  0.367
H9 0.376 1.917 0.138  -0.220
H10 -0.531 4.505 -0.741  0.280
H11 -0.671 4.918 1.092  0.251
H12 -2.349 2.725 -0.790  0.172
H13 -3.004 4.217 0.160  0.250
H14 -2.167 2.776 2.558  0.266
H15 -3.831 2.619 1.686  0.185
H16 -0.689 0.226 1.007  0.161
H17 -2.348 -1.674 1.023  0.017
H18 -4.291 -0.078 1.361  0.024
H19 -2.750 0.348 -0.593  0.179
H20 -1.897 -1.223 3.615  0.322
H21 -1.527 0.593 3.971  0.098
H22 -3.132 1.719 5.310  0.213
H23 -4.950 1.113 5.322  0.218
H24 -4.289 2.020 3.802  0.119
C10 -1.270 -1.647 -4.637  -0.623
C11 0.059 -1.356 -3.989  -0.048
C12 -0.355 -0.612 -2.738  -0.275
O2 -1.642 -1.117 -2.360  -0.296
C13 -2.155 -1.911 -3.438  -0.531
H25 -1.243 -2.484 -5.339  0.338
H26 -1.623 -0.759 -5.174  0.287
H27 0.553 -2.296 -3.718  -0.045
H28 0.740 -0.782 -4.622  0.410
H29 -0.460 0.461 -2.931  0.184
H30 0.352 -0.750 -1.915  0.068
H31 -2.106 -2.962 -3.132  0.273
H32 -3.201 -1.651 -3.623  0.302
C14 4.851 -3.386 -2.629  -0.513
C15 4.192 -3.678 -1.306  -0.529
C16 2.785 -3.171 -1.534  -0.415
O3 2.503 -3.338 -2.931  -0.348
C17 3.728 -3.652 -3.608  -0.464
H33 5.738 -3.995 -2.822  0.331
H34 5.143 -2.330 -2.673  0.265
H35 4.175 -4.760 -1.131  0.265
H36 4.684 -3.202 -0.454  0.324
H37 2.704 -2.103 -1.303  0.229
H38 2.042 -3.713 -0.942  0.292
H39 3.691 -4.709 -3.891  0.272
H40 3.812 -3.050 -4.517  0.260

Output
HOMO energy   -3.856 eV
Lowest unoccupied orbital energy   0.0925 hartree
Charge   -1

Total energy per entry: -6126.60211, -10108.94687, -953.96370 Eh